1.
{"formula": "C32H66F21N7O16PS2", "method": "wB97M-V/def2-TZVPD", "gap_ev": 0.9, "energy_ev": -165451.99601, "charge": 1, "elements": ["C", "F", "F", "F", "S", "O", "O", "N", "S", "O", "O", "C", "F", "F", "F", "C", "C", "O", "N", "H", "H", "C", "H", "H", "H", "H", "H", "H", "C", "C", "O", "N", "H", "H", "C", "H", "H", "H", "H", "H", "H", "C", "C", "O", "N", "H", "H", "C", "H", "H", "H", "H", "H", "H", "C", "C", "O", "N", "H", "H", "C", "H", "H", "H", "H", "H", "H", "C", "C", "O", "N", "H", "H", "C", "H", "H", "H", "H", "H", "H", "C", "C", "O", "N", "H", "H", "C", "H", "H", "H", "H", "H", "H", "C", "O", "O", "C", "F", "F", "F", "C", "C", "H", "H", "H", "H", "H", "H", "C", "O", "O", "C", "F", "F", "F", "C", "C", "H", "H", "H", "H", "H", "H", "C", "O", "O", "C", "F", "F", "F", "C", "C", "H", "H", "H", "H", "H", "H", "P", "F", "F", "F", "F", "F", "F"], "coordinates": [[2.2333, -1.8177, 1.1050], [3.1235, -1.5334, 2.0663], [2.5656, -0.9620, 0.1142], [2.4269, -3.0698, 0.7692], [0.4435, -1.4149, 1.7467], [0.1543, -2.7103, 2.2720], [0.4234, -0.2496, 2.6520], [-0.3629, -1.1814, 0.1734], [-0.6144, 0.3365, 0.1803], [-1.8224, 0.7121, 0.9088], [0.5617, 1.1785, 0.3431], [-1.1315, 0.6333, -1.6006], [-0.4226, -0.0756, -2.5297], [-2.4392, 0.2980, -1.7379], [-0.8971, 1.9147, -1.8856], [-1.0885, 2.7218, 3.2990], [-2.3131, 2.0230, 3.9427], [-2.4068, 1.8683, 5.1305], [-3.4126, 1.5214, 3.0294], [-3.1775, 1.7904, 2.0847], [-3.5408, 0.5199, 3.0045], [-4.7190, 2.2219, 3.4417], [-0.6346, 2.1055, 2.5229], [-0.2683, 2.8753, 4.0003], [-1.3009, 3.7303, 2.9441], [-4.5949, 3.3041, 3.4037], [-4.9152, 1.8569, 4.4499], [-5.5298, 1.8021, 2.8463], [-5.3021, -0.8727, -1.3543], [-6.6901, -1.4882, -1.2962], [-7.0679, -2.4502, -1.9567], [-7.5487, -0.6373, -0.4465], [-7.0153, -0.1424, 0.2539], [-7.8171, 0.1324, -1.0428], [-8.8704, -1.2602, 0.0601], [-4.9983, -0.9837, -2.3952], [-4.5998, -1.4160, -0.7220], [-5.2360, 0.1954, -1.1473], [-8.5970, -2.1477, 0.6308], [-9.4269, -1.7672, -0.7281], [-9.3337, -0.4867, 0.6726], [-5.7731, 1.1534, -5.2538], [-4.5130, 1.7054, -4.6148], [-3.5818, 0.9989, -4.2616], [-4.3076, 3.2289, -4.7601], [-4.6007, 3.4031, -5.7108], [-4.9836, 3.7709, -4.2412], [-2.7597, 3.6143, -4.6984], [-6.5860, 1.8657, -5.1130], [-6.0048, 0.1693, -4.8465], [-5.6772, 1.2300, -6.3368], [-2.8321, 4.6941, -4.8287], [-2.3322, 3.2521, -5.6333], [-2.3329, 3.3659, -3.7267], [-2.7809, -3.6242, 1.0387], [-1.7985, -4.3823, 0.1748], [-1.5559, -5.5878, 0.3421], [-1.1009, -3.6861, -0.9621], [-1.7485, -3.5376, -1.7228], [-1.0505, -2.7599, -0.5625], [0.2535, -4.3603, -1.2588], [-3.2499, -4.1172, 1.8902], [-3.7226, -3.5095, 0.5020], [-2.3706, -2.6984, 1.4422], [0.1457, -5.1779, -1.9717], [0.7408, -4.7567, -0.3681], [1.0200, -3.6961, -1.6582], [3.7298, 1.9343, -2.0114], [4.6483, 1.7615, -0.7798], [4.5058, 2.4440, 0.1959], [5.9475, 0.9410, -0.9811], [6.2407, 0.9326, -1.9476], [6.6606, 1.4088, -0.4400], [5.7375, -0.4603, -0.3509], [3.0982, 2.8154, -1.8983], [2.9699, 1.1553, -1.9497], [4.1330, 1.9238, -3.0241], [4.9149, -0.9702, -0.8523], [5.5013, -0.1553, 0.6686], [6.5168, -1.2215, -0.3133], [1.0479, 7.5961, -1.6422], [0.3854, 6.2189, -1.5814], [-0.3863, 5.8991, -2.4756], [0.4444, 5.4003, -0.3266], [0.8237, 5.8307, 0.5046], [-0.5056, 5.0745, -0.2187], [1.2688, 4.1455, -0.5456], [1.4967, 7.8684, -0.6870], [0.3619, 8.3623, -2.0034], [1.7928, 7.6064, -2.4379], [1.3237, 3.5529, 0.3676], [2.2862, 4.5367, -0.5445], [1.1010, 3.4900, -1.4002], [7.0272, -4.5700, 2.0302], [6.6182, -4.4497, 0.5959], [8.3250, -5.1523, 2.0021], [6.7309, -3.2492, 2.7408], [7.3040, -2.1480, 2.1642], [5.4439, -2.9622, 2.8768], [7.2366, -3.2795, 3.9252], [5.2227, -4.1091, 0.3514], [4.8774, -4.6159, -1.0960], [3.8890, -4.3553, -1.4744], [5.6246, -4.2035, -1.7740], [4.9650, -5.6954, -1.2185], [5.1181, -3.0245, 0.3807], [4.4293, -4.5637, 0.9447], [6.3488, -5.3575, 2.3581], [6.3538, -0.2946, -4.1405], [5.0876, -0.6744, -3.6263], [6.5645, 1.0648, -3.7633], [7.4649, -1.3369, -3.7115], [7.3862, -1.5756, -2.3843], [7.2731, -2.5516, -4.2664], [8.7252, -0.9910, -3.9852], [4.3878, -1.7588, -4.2108], [3.0731, -1.6719, -3.5436], [2.3678, -1.0076, -4.0429], [2.6316, -2.6677, -3.5037], [3.0737, -1.2612, -2.5340], [4.8953, -2.6869, -3.9480], [4.3424, -1.8019, -5.2990], [6.4033, -0.3873, -5.2254], [-2.1299, -2.8500, 5.4439], [-1.1828, -2.2938, 6.3906], [-1.7088, -4.2004, 5.2021], [-3.5350, -2.5938, 6.1415], [-4.5622, -2.9958, 5.3804], [-3.7155, -3.0780, 7.3472], [-3.7836, -1.2508, 6.3295], [-0.6061, -0.9333, 6.2099], [0.3162, -0.5117, 7.3917], [-0.1089, -0.9517, 8.2938], [1.3561, -0.7588, 7.1780], [0.2254, 0.5737, 7.4340], [-1.4459, -0.2502, 6.0828], [0.0145, -0.9398, 5.3138], [-2.0163, -2.3301, 4.4926], [-3.2719, 4.3798, 0.4471], [-1.6570, 4.0527, 0.4043], [-3.1444, 4.6364, -1.2017], [-3.6395, 2.7758, 0.4597], [-4.8498, 4.7162, 0.5203], [-3.2028, 4.4288, 2.0888], [-2.9209, 5.9895, 0.6370]], "forces_ev_per_a": [[1.5, 2.2, 1.1], [-0.9, -0.2, 0.3], [-0.6, -0.7, -0.5], [-1.0, 0.1, -0.5], [1.7, -0.4, 0.7], [-1.1, 0.1, -0.5], [-0.1, -2.2, -2.3], [1.3, -1.1, 2.7], [-0.4, 2.7, -0.7], [0.5, -0.1, -0.4], [-1.1, -0.4, -0.4], [0.9, -1.0, -0.4], [-0.8, 0.3, 1.0], [0.6, 0.5, -0.2], [-0.8, 0.0, 0.0], [-0.1, -0.4, 0.0], [2.6, 0.5, 2.3], [-0.8, 0.0, -2.1], [-1.0, 1.8, 0.2], [0.3, 0.1, -0.7], [0.3, -0.6, 0.6], [0.3, -1.4, 0.6], [-0.4, 0.1, -0.3], [-0.5, -0.4, 0.7], [-0.5, -0.3, -0.3], [-0.1, -0.3, -0.2], [0.1, 0.4, 0.1], [0.2, 0.5, -0.4], [-0.3, -0.5, -0.9], [1.6, -2.0, -2.1], [0.2, 3.0, 2.5], [-2.5, -0.9, -0.2], [0.3, -0.4, 0.8], [-0.4, 0.6, -0.7], [1.2, -0.8, 0.5], [0.3, -0.2, 0.0], [0.0, 0.0, 0.1], [-0.2, 0.0, 0.4], [0.3, 0.4, 0.6], [-0.1, 1.1, -0.5], [-0.4, -0.4, -0.3], [-0.1, 1.6, 0.7], [1.9, -2.8, -0.1], [-2.2, 2.5, -0.4], [1.8, -1.5, -0.5], [0.0, 0.2, -0.7], [0.2, 0.3, 1.0], [-2.1, 1.3, -0.2], [-0.4, -0.2, 0.5], [0.1, 0.1, -0.4], [0.4, -0.7, -0.2], [0.4, 0.1, 0.3], [0.2, -0.6, 0.6], [-0.1, -0.3, -0.4], [-0.4, 0.5, -0.2], [-0.4, -5.9, 2.1], [-0.6, 4.4, -1.0], [0.7, -0.9, 1.2], [0.0, -0.6, -0.8], [1.3, 1.5, 0.2], [0.5, 0.0, -0.5], [1.3, -1.0, 0.3], [0.1, 0.8, -0.8], [-0.1, 0.2, -0.4], [-0.5, 0.1, 0.2], [-0.8, 0.1, 0.3], [-0.7, 0.7, -0.2], [-0.7, -0.8, 0.6], [0.6, 1.9, -1.7], [0.4, -1.3, -0.3], [-1.6, -1.0, 2.3], [0.5, 0.0, -3.0], [0.3, 0.2, 0.3], [-0.8, 0.5, 0.6], [0.6, 0.3, 0.4], [0.1, -0.6, -0.1], [0.8, -0.4, 0.4], [-0.1, 0.5, 0.0], [-0.3, -0.7, 0.1], [0.8, 0.9, -0.4], [0.5, -0.8, 0.4], [-2.3, 2.3, -2.6], [2.0, -0.6, 2.5], [0.5, -1.5, -2.1], [-0.2, 0.6, 0.2], [-1.1, -0.1, 0.8], [2.1, 0.2, 1.2], [0.1, 0.2, -0.2], [-0.5, -0.3, 0.4], [0.4, -0.3, 0.2], [-0.9, -0.1, 0.0], [0.2, -0.2, -0.7], [-0.7, 0.7, 0.0], [3.2, -3.4, -2.6], [-2.0, 0.8, 0.2], [-3.6, 2.8, 0.8], [1.8, 0.0, -1.1], [-0.3, 0.0, -0.7], [-1.4, 0.1, -0.2], [0.8, -0.3, 2.6], [0.8, -1.0, -1.9], [1.1, 0.4, 0.2], [-0.2, 0.4, 0.2], [0.0, 0.1, -0.2], [0.1, -0.1, 0.5], [-0.3, 0.2, 0.1], [0.6, -0.1, 1.0], [-0.6, 0.2, 0.9], [1.3, 3.1, 0.1], [0.5, 0.0, -0.5], [-0.2, -3.4, 0.6], [-0.5, 0.3, 0.9], [0.2, 0.3, 0.4], [-0.2, 0.0, -0.6], [-0.4, 0.3, -0.1], [1.2, -0.3, 1.0], [-2.0, -0.4, 0.1], [0.0, 0.0, -0.4], [-0.3, -0.1, 0.0], [0.7, -0.3, 0.2], [0.0, -0.2, 0.2], [0.0, 0.7, -0.2], [-0.5, 0.0, -0.5], [2.7, -4.2, 0.7], [0.9, 1.9, 0.6], [-2.6, 3.8, 0.5], [0.9, 0.6, -0.5], [-0.6, -0.5, -0.7], [0.3, -1.0, 0.5], [0.3, 0.7, -0.6], [-0.6, -1.8, 0.1], [-1.4, -0.2, -1.1], [0.5, 0.0, 0.1], [-0.2, -0.3, 0.4], [0.2, 0.1, 0.3], [0.1, 0.2, 0.1], [-0.2, 0.0, -0.4], [-0.7, 1.0, -0.5], [-0.1, 3.4, 1.1], [-0.5, -0.7, 0.1], [-0.9, -1.4, 1.3], [0.5, 1.1, -0.8], [0.6, -0.5, -0.8], [-0.2, -1.5, -0.3], [0.1, -0.6, -1.1]]}

---

2.
{"formula": "C9H19NO13Tl", "method": "wB97M-V/def2-TZVPD", "gap_ev": 3.5, "energy_ev": -42425.34513, "charge": 1, "elements": ["Tl", "N", "O", "O", "O", "O", "H", "C", "O", "C", "O", "O", "C", "H", "H", "H", "H", "H", "H", "C", "O", "C", "O", "O", "C", "H", "H", "H", "H", "H", "H", "C", "O", "C", "O", "O", "C", "H", "H", "H", "H", "H", "H"], "coordinates": [[-1.3941, 0.5637, 0.1347], [-2.2092, -2.5136, -1.2142], [-2.3559, -3.5765, -1.7403], [-2.1904, -2.2909, 0.0010], [-2.0292, -1.4528, -1.9131], [0.8933, 1.4716, 1.0340], [1.7286, 1.3329, 1.5108], [3.2457, -0.0002, -1.2414], [3.0765, -1.3663, -0.8190], [1.8543, -1.7817, -0.5637], [0.8505, -1.0992, -0.5900], [1.9125, -3.0740, -0.3180], [0.7347, -3.7730, 0.0569], [2.3416, 0.3337, -1.7491], [4.0445, 0.0216, -1.9744], [3.4382, 0.6029, -0.3598], [0.3203, -4.3094, -0.7991], [-0.0554, -3.1200, 0.4185], [0.9937, -4.4858, 0.8329], [-3.4458, -0.5305, 4.5009], [-2.2062, 0.0034, 4.9811], [-1.4917, 0.7231, 4.1539], [-1.6243, 0.7401, 2.9478], [-0.5944, 1.4130, 4.8219], [0.2134, 2.3338, 4.0914], [-4.1240, 0.2610, 4.1774], [-3.9166, -1.0499, 5.3270], [-3.2737, -1.2092, 3.6659], [0.7226, 1.8468, 3.2499], [0.9998, 2.6721, 4.7573], [-0.4290, 3.1253, 3.7133], [0.4119, 3.8178, -2.9374], [0.3479, 2.7208, -3.8447], [0.2149, 1.5026, -3.3959], [0.0248, 1.1923, -2.2302], [0.2669, 0.6672, -4.4029], [0.3454, -0.7257, -4.0880], [0.8975, 4.6415, -3.4425], [0.9566, 3.5461, -2.0317], [-0.6002, 4.0852, -2.6296], [-0.5541, -1.1043, -3.6052], [1.2078, -0.9123, -3.4507], [0.4503, -1.2434, -5.0359]], "forces_ev_per_a": [[1.9, -0.8, -0.3], [0.1, 0.7, 1.5], [0.1, 0.1, -0.4], [-0.2, -0.7, 0.0], [0.0, 0.8, -0.1], [-1.1, 1.0, -1.1], [-0.2, -1.2, 0.1], [-0.6, -0.1, -0.3], [0.3, 0.2, -0.2], [0.2, -0.6, -0.2], [-0.5, 0.4, 0.4], [0.3, 0.1, 0.1], [-0.9, -0.3, 0.0], [-0.1, 0.1, 0.3], [0.3, -0.1, 0.3], [0.2, 0.2, -0.1], [0.3, 0.0, -0.1], [0.2, 0.2, 0.1], [0.2, 0.0, 0.0], [-0.2, -0.1, -0.5], [-0.3, 0.1, 0.6], [0.1, 0.0, 0.2], [-0.2, 0.1, -1.2], [0.1, -0.2, 0.5], [0.4, -0.3, -0.6], [0.2, 0.1, 0.0], [0.2, -0.1, 0.1], [0.0, 0.0, 0.1], [-0.5, 0.1, 0.3], [-0.3, 0.2, 0.3], [0.2, 0.2, 0.1], [-0.4, -0.2, 0.9], [0.4, 0.4, -0.7], [-0.7, 0.1, 0.3], [0.0, -0.1, 0.5], [0.2, -0.2, -0.2], [-0.1, -0.5, 0.0], [0.0, 0.0, -0.2], [0.1, 0.0, -0.2], [0.0, 0.1, -0.2], [0.0, 0.3, 0.1], [0.0, 0.0, 0.0], [0.2, 0.1, -0.1]]}

---

> What is the charge in the first record?

+1